[1]
A 14-piece molecular cluster, C36H104N4O14 overall at a distorted geometry, computed with ωB97M-V/def2-TZVPD.

Last column: Mulliken charge in e.
Geometry (Å):
H1 -2.3336 -3.1930 5.9866  0.326
H2 2.4898 -1.9971 -5.2906  0.405
H3 -5.9991 3.5215 4.1097  0.345
C1 -4.0082 -3.0988 -4.8043  -0.910
H4 2.9277 6.6413 -0.3598  0.434
H5 0.8591 4.4668 -1.3048  -0.138
H6 0.6542 4.5269 5.3112  0.383
C2 0.1507 2.2113 -3.5701  0.971
C3 1.3574 2.8104 -4.2744  -1.190
H7 1.3748 -5.9562 -0.3450  0.292
H8 0.0721 -2.4769 3.4406  0.243
H9 1.1233 -1.5161 4.5114  0.059
O1 -4.3540 3.2768 -0.5833  -0.409
O2 2.4424 2.2463 0.1985  0.428
O3 3.5690 4.8159 -0.6667  -0.461
O4 -0.2514 2.9712 4.1808  -0.609
C4 -3.1970 -0.0593 -2.8712  1.824
O5 2.0090 -8.2265 -1.1597  -0.512
H10 1.1321 1.8427 1.5479  -0.445
H11 -3.0496 1.9036 -2.3788  -0.060
C5 -3.4839 -0.8807 -4.1448  -1.139
C6 1.8122 -1.3325 -4.7545  0.464
H12 -4.2200 -0.5720 4.2899  0.246
H13 4.1624 0.4397 3.2555  0.581
H14 -3.8307 1.5068 -3.6990  0.345
H15 -1.6293 -3.8263 4.7988  0.258
C7 2.5905 5.7603 -0.9059  -0.482
H16 2.6879 -7.7145 0.7500  0.260
H17 5.4954 -1.8181 3.0626  0.333
H18 4.0253 -3.3156 -1.0419  -0.265
C8 -4.2058 4.6237 -1.1181  -0.400
H19 -4.0289 2.3073 2.9778  0.222
H20 2.0438 2.0191 -4.5758  0.301
H21 2.4902 -5.7730 -1.6167  0.294
C9 3.2806 -0.1903 3.3719  -0.175
H22 -4.1967 4.4727 -2.1975  0.338
H23 -2.6629 -1.4394 0.3028  -0.259
H24 -1.3090 0.3700 1.8618  -0.355
H25 -5.3390 -0.0110 -2.2867  0.484
H26 0.7420 -2.6217 -0.4497  0.006
C10 1.2124 5.1387 -0.5225  -0.336
H27 5.1713 -1.9367 -2.7775  0.136
H28 -4.7374 3.1625 5.2621  0.366
O6 0.9103 -3.1218 -3.4648  -0.231
H29 -2.2601 1.7716 0.0017  0.117
H30 -0.6202 2.1792 -0.3855  -0.220
H31 -2.8497 6.2156 -0.6225  0.491
H32 4.2611 1.7349 1.0273  0.146
C11 -1.5551 -1.0043 4.9303  0.472
H33 1.0291 -3.3300 4.6713  0.459
H34 -3.9408 4.9806 2.1971  0.305
H35 -4.4155 -0.5534 -4.6064  0.629
H36 5.2360 0.8948 -1.2077  0.425
O7 -3.9029 -4.4387 1.1729  -0.577
N1 -2.9639 1.3357 -3.2096  -0.426
C12 -4.3446 -0.0600 -1.8430  -1.109
H37 2.7540 -0.1461 2.4186  -0.635
H38 3.4116 -0.0852 -3.9245  0.690
C13 5.7149 -2.6807 -2.1952  -0.276
C14 2.5913 -0.7010 -3.5557  -0.554
H39 2.0498 0.0163 -2.9389  -0.429
H40 0.8357 5.2235 2.8126  0.229
H41 0.7258 -0.6137 -6.3336  0.338
H42 2.9826 -5.3464 0.0245  0.299
H43 -2.8237 4.8615 0.4736  -0.083
H44 -4.5790 -2.5095 1.4656  0.377
C15 0.4981 -2.4062 4.4414  -0.998
H45 1.1620 4.5197 0.3733  -0.145
H46 2.6327 3.1172 -0.1577  -0.414
H47 -2.0562 -2.3809 1.6251  -0.126
H48 -2.9531 3.5932 3.4984  0.171
C16 -2.5531 -2.4639 0.6585  0.583
C17 -1.2864 1.9672 0.4508  -1.106
H49 2.8259 -2.3690 3.4682  0.179
H50 3.2973 0.4026 0.4090  -0.350
H51 -4.2814 0.7223 -1.0867  0.190
C18 4.3850 1.5733 -1.1479  -1.105
H52 0.8066 0.2412 -0.3267  0.167
H53 -4.9751 -2.6900 -5.0978  0.387
H54 -0.2329 -1.9328 6.3317  0.295
H55 4.4005 5.2928 -0.7198  0.270
H56 -4.5446 0.0926 5.8657  0.393
H57 1.6487 3.1809 4.8867  0.223
C19 2.4343 -6.0761 -0.5712  -0.783
N2 1.5109 -0.3297 -5.7653  -0.736
N3 -1.3917 -3.3703 5.6681  -0.741
H58 3.9074 -7.5819 -0.4783  0.338
C20 3.6396 1.4143 0.1912  0.753
H59 -4.1434 -4.1234 -4.4578  0.229
H60 0.0559 -2.5102 -5.1519  0.545
H61 1.9178 3.7793 2.6498  -0.142
C21 0.8374 3.8064 4.5141  -0.464
N4 0.4442 1.3815 2.1260  0.756
H62 -1.9113 -3.0048 -0.0370  0.038
O8 5.7992 -3.8856 -2.9144  -0.578
O9 4.6530 -1.9758 2.6302  -0.445
H63 5.0078 -2.2610 -0.0916  0.185
C22 -4.9695 3.7573 4.3786  -1.345
H64 5.5853 -3.8748 -0.4104  0.371
H65 2.3439 5.0979 3.6350  0.497
H66 1.9239 -2.7921 0.8248  0.128
H67 2.6188 5.9526 -1.9784  0.262
H68 -2.6018 -0.8485 -4.7843  0.373
H69 -3.3367 -3.0929 -5.6628  0.303
H70 -0.5342 2.9984 -3.2548  0.459
H71 2.9844 -1.5172 -2.9496  0.087
H72 -0.0535 2.4401 3.4060  0.418
C23 -0.7089 -2.1369 5.3726  0.007
C24 3.6876 -1.7094 3.5706  -0.577
H73 4.1410 -1.7536 4.5608  0.349
H74 -0.6135 -3.2115 -2.1196  0.124
O10 -0.5279 1.3778 -4.5118  -0.718
H75 -1.4499 1.3548 -4.2455  0.457
H76 -0.7327 -0.6555 -0.2311  -0.286
H77 -4.5390 -3.0543 -0.1594  0.252
O11 -3.6161 -2.2162 -3.6990  -0.192
H78 2.4143 -9.0816 -1.3213  0.304
C25 1.3617 -2.0579 0.2476  -0.545
H79 -3.4166 -4.9372 0.5121  0.317
H80 0.9062 0.5749 2.5210  -0.294
H81 0.3211 1.6677 -2.6408  -0.681
H82 0.4117 5.8760 -0.4640  0.468
H83 -4.9187 4.8315 4.5566  0.359
O12 0.5322 -1.2774 1.0848  0.905
C26 1.4785 4.5103 3.3286  -0.619
H84 -1.8360 -1.2058 3.8966  -0.352
H85 1.0723 0.3992 -5.2208  -0.213
C27 5.0619 -3.0314 -0.8608  -0.187
H86 -1.3955 2.8708 1.0505  0.339
C28 -3.7658 -0.0176 5.1111  -0.409
H87 3.7374 1.3784 -2.0027  0.035
O13 -2.7743 -0.8378 5.7372  -0.500
H88 2.8007 0.1452 4.2913  0.398
C29 -3.9897 3.3609 3.2542  0.159
H89 2.1929 -1.5506 -0.2421  -0.028
H90 4.9236 -4.0422 -3.2757  0.313
C30 -3.9679 -3.0829 0.7686  -0.591
C31 -0.1625 -3.8077 -2.9129  -0.535
H91 -2.1189 4.6629 -1.1515  -0.226
H92 1.1199 3.3657 -5.1818  0.361
H93 -0.7737 -4.1522 -3.7472  0.356
H94 -5.0271 5.2413 -0.7545  0.324
H95 -4.3697 -1.0041 -1.2988  -0.091
H96 -4.4388 3.3765 0.3678  0.294
C32 -2.9207 5.1288 -0.5787  -0.213
H97 -0.9316 -0.1107 4.9602  0.317
C33 0.5001 -2.0270 -4.2817  -0.589
C34 -0.5783 0.8997 1.2505  1.330
O14 -4.4332 4.1566 2.1805  -0.603
H98 -3.4855 0.9572 4.7122  -0.029
H99 0.2574 -4.6818 -2.4153  0.019
H100 1.9487 3.4509 -3.6199  0.050
C35 2.8352 -7.4882 -0.3060  -0.488
H101 4.7989 2.5483 -1.4050  0.315
H102 6.7599 -2.3954 -2.0740  0.361
C36 0.0449 -0.1543 0.3453  -0.362
H103 -2.3384 -0.6310 -2.5190  -0.967
H104 -0.2589 -1.3699 -3.8572  0.028

As for the LUMO energy: 0.3 eV. The energy above the lowest of the compared OMol25 structures with the same formula, charge and spin is 56.6 kcal per mole. As for the net charge: 0. The calculation puts the total energy at -73637.9324 eV. The gap between HOMO and LUMO comes out at 9.3 eV. The calculation puts the HOMO energy at -9.0045 eV.

---

[2]
A 2-piece molecular cluster, C31H23BF4O2S overall at a distorted geometry, computed with ωB97M-V/def2-TZVPD.

Last column: Mulliken charge in e.
Geometry (Å):
C1 3.3443 -1.9263 0.7963  0.213
H1 -3.2918 3.8578 4.2823  0.397
H2 -4.4249 -0.1103 -4.7619  0.425
H3 6.8929 -4.8868 1.2284  0.326
C2 3.6754 -2.4609 2.0237  -0.953
H4 5.2016 -3.9071 2.8628  0.302
O1 2.5278 -0.1152 -0.7614  -0.795
C3 2.7262 1.1120 -0.2640  0.709
C4 -3.5152 2.4147 2.6696  -0.876
H5 0.0148 -1.6822 2.1037  0.497
C5 -3.9808 0.4907 -3.9556  -0.446
C6 -3.2387 2.1039 1.3408  -0.110
C7 -1.4689 -3.3724 -0.4034  0.397
C8 0.7790 -1.8737 0.0967  0.035
H6 1.9964 2.4445 2.8137  0.471
C9 -3.6380 0.8617 -1.5575  -0.524
H7 -1.7191 5.0130 0.4230  0.390
C10 6.5041 -4.3785 0.3417  -1.164
F1 -3.8457 -3.3966 -0.5277  -0.248
C11 -2.1356 4.2528 1.0885  -0.410
C12 -1.2913 -2.8278 0.8587  -0.953
C13 -2.4053 4.5509 2.4165  -0.652
H8 -3.9280 0.5668 -0.5561  0.418
H9 6.1358 -5.1389 -0.3578  0.258
C14 2.9473 2.2752 -0.9968  -1.057
C15 -0.1393 -2.0838 1.1084  -0.474
H10 -3.1440 2.0043 -5.2478  0.375
S1 4.5384 -2.4431 -0.3552  -0.251
H11 -4.1154 1.7262 3.2728  0.407
H12 -2.2036 3.3554 -3.3818  0.406
C16 -2.7761 1.9685 -1.8102  1.116
C17 -0.5392 -3.2016 -1.4160  -0.798
C18 -4.1450 0.1291 -2.6235  0.119
H13 7.3246 -3.8337 -0.1395  0.291
C19 -2.7239 -4.1771 -0.6505  0.828
C20 -3.0820 3.6245 3.2326  -0.333
C21 4.8186 -3.3613 1.9980  -0.621
H14 -2.0186 -2.9960 1.6521  0.384
H15 2.3838 4.5419 1.4815  0.408
C22 2.2674 2.4191 1.7633  -1.076
F2 -4.8785 -1.0037 -2.3507  -0.312
C23 -2.6821 2.3934 -3.1771  -0.661
F3 -2.7783 -4.7442 -1.8898  -0.295
H16 -2.1333 5.5303 2.8246  0.385
C24 0.6154 -2.4659 -1.1409  -0.472
H17 -0.6936 -3.6550 -2.3901  0.463
B1 2.0996 -0.9257 0.4107  1.920
O2 1.8820 0.0104 1.5574  -0.699
H18 2.9758 4.4113 -0.9107  0.376
C25 2.3554 1.1836 1.1229  0.603
H19 -3.6468 1.1875 0.9342  0.382
H20 3.1645 2.1765 -2.0535  0.473
C26 5.3959 -3.4777 0.7496  0.537
H21 3.1507 -2.2863 2.9553  0.428
C27 2.4848 3.5657 1.0059  -0.479
C28 -2.0187 2.6930 -0.8236  -0.641
F4 -2.8750 -5.2042 0.2494  -0.266
C29 2.8182 3.4958 -0.3454  -0.496
H22 1.3702 -2.3719 -1.9157  0.434
C30 -2.4609 2.9769 0.5198  0.939
H23 -1.2114 3.3146 -1.2040  0.447
C31 -3.2418 1.6561 -4.2167  -0.499

As for the LUMO energy: -4.0 eV. The energy above the lowest of the compared OMol25 structures with the same formula, charge and spin is 60.0 kcal per mole. As for the net charge: 0. The calculation puts the total energy at -58995.6034 eV. The gap between HOMO and LUMO comes out at 2.5 eV. The calculation puts the HOMO energy at -6.5227 eV.

---

[3]
C19H13AuBrF6N2O2P as an isolated structure, computed with ωB97M-V/def2-TZVPD.

Last column: Löwdin spin population.
Geometry (Å):
C1 -5.7974 -3.8121 1.7663  -0.001
F1 -1.0032 2.5841 1.3137  0.005
C2 -3.1993 2.6977 -0.8183  0.084
H1 -4.1630 4.3193 0.3007  0.010
C3 -2.8891 1.2527 -0.7177  0.250
C4 1.7144 -0.5962 2.0272  0.013
O1 3.7035 -1.0256 -2.1805  0.025
H2 -2.4800 -3.1480 1.9146  0.003
H3 2.8820 -0.3068 3.7945  0.001
C5 -3.5278 -3.0377 1.6643  0.006
F2 0.4928 4.1564 -0.9014  0.002
F3 -1.9345 3.4489 -0.9523  0.058
C6 4.0955 -0.5101 2.0229  -0.006
C7 2.7370 -1.0153 -1.4739  0.009
H4 4.9710 -0.7274 0.0422  0.002
C8 -3.3166 0.5180 0.3458  0.076
C9 -3.9506 3.2588 0.3260  0.227
C10 -4.4545 -3.9760 2.0821  0.002
H5 -7.2679 -2.5863 0.7955  0.000
C11 -4.0595 1.1044 1.3972  0.316
C12 4.0760 -0.6891 0.6474  0.006
H6 -2.3417 0.8058 -1.5371  0.013
H7 -4.9135 2.9198 2.1767  -0.005
C13 -6.2214 -2.7075 1.0397  0.005
C14 2.9042 -0.4587 2.7258  0.009
O2 1.4990 -1.1818 -1.9124  0.170
H8 -6.5191 -4.5499 2.0904  0.000
P1 -0.0308 3.3856 0.3519  0.002
H9 -3.6770 2.9385 -1.7722  0.027
H10 -4.1327 -4.8337 2.6568  0.000
C15 2.8557 -0.8189 0.0243  0.008
N1 1.7056 -0.7756 0.7109  0.195
C16 -2.9682 -0.9335 0.4611  0.094
C17 -4.3550 2.4813 1.3606  0.008
N2 -1.7893 -1.2824 0.2107  0.727
F4 -0.6422 4.7177 0.9011  0.002
H11 -4.3835 0.4983 2.2313  0.015
F5 1.2601 3.3197 1.1993  0.000
H12 -5.6291 -0.8930 0.0613  0.002
C18 -5.3037 -1.7553 0.6288  0.004
H13 5.0346 -0.4079 2.5502  0.000
Br1 0.0806 -0.5018 2.9384  0.005
F6 0.1841 2.0255 -0.4615  0.004
C19 -3.9554 -1.9244 0.9402  0.039
Au1 -0.0106 -1.1887 -0.6327  0.587

Its multiplicity is 4. As for the LUMO energy (spin up / spin down): -3.7 / -6.4 eV. The energy above the lowest of the compared OMol25 structures with the same formula, charge and spin is 0.0 kcal per mole. As for the net charge: +1. The calculation puts the total energy at -126312.3279 eV. The gap between HOMO and LUMO (spin up / spin down) comes out at 7.8 / 6.4 eV. The calculation puts the HOMO energy (spin up / spin down) at -11.4464 / -12.8119 eV.

---

[4]
A single C2H8N2 molecule at a distorted geometry, computed with ωB97M-V/def2-TZVPD.

Last column: Mulliken charge in e.
Geometry (Å):
H1 -0.1161 -0.5290 1.6422  0.350
H2 1.4271 -0.8242 -0.5540  0.206
H3 -1.3905 0.4836 1.1667  0.366
C1 -0.5591 -0.1023 0.7566  -0.786
C2 0.3651 0.8425 -0.0133  -0.177
H4 -0.5866 -1.6279 -0.6551  0.227
H5 -1.8784 -0.6057 -0.6249  0.251
H6 2.0988 0.5283 -1.1061  0.217
H7 -0.1824 1.1479 -0.9102  0.249
N1 1.6003 0.1446 -0.3132  -0.585
N2 -1.2461 -1.1526 -0.0501  -0.569
H8 0.4679 1.6948 0.6615  0.251

As for the LUMO energy: 1.1 eV. The energy above the lowest of the compared OMol25 structures with the same formula, charge and spin is 5.1 kcal per mole. As for the net charge: 0. The calculation puts the total energy at -5183.5157 eV. The gap between HOMO and LUMO comes out at 10.6 eV. The calculation puts the HOMO energy at -9.4372 eV.

---

Question: Which value of net charge does entry 1 give?
Answer: 0

---

Question: Number 3 is which compound?
Answer: C19H13AuBrF6N2O2P

---

Question: The highest net charge belongs to which entry?
Answer: C19H13AuBrF6N2O2P

---

Question: Look up the net charge of the fourth one.
Answer: 0